325
Properties=species:S:1:pos:R:3:lowdin_charge:R:1 method="wB97M-V/def2-TZVPD" gap_ev=8.335 largest_force_ev_per_a=4.3 homo_ev=-7.850 de_lowest_ev=5.6184
O 4.94915 -2.00405 -7.91876 -0.1906
O -4.61326 7.17735 -3.72076 -0.1908
O -1.25677 0.61174 6.34637 -0.2373
O -8.46805 -8.48259 -5.03207 -0.1922
O -1.78679 7.31141 4.28661 -0.2083
O -0.60157 -1.69665 -4.01988 -0.2354
O -1.91840 -4.62836 5.12974 -0.1719
O 5.23409 -3.56415 4.17148 -0.1680
O -2.29547 -6.59641 -3.03337 -0.2015
O 0.66312 3.66445 0.80911 -0.2082
O 0.77877 -4.47506 -0.65893 -0.2220
O 0.97874 4.91406 5.38673 -0.1581
O 2.63815 8.46550 -0.22319 -0.1636
O 3.28364 1.68765 -4.43400 -0.2056
O 4.10543 4.17603 -0.29319 -0.1941
O 4.26458 1.49400 6.21090 -0.1851
O -4.94183 -3.18300 0.71061 -0.2163
O 0.02755 -0.63708 1.66827 -0.2373
O 3.31811 -7.83028 5.40611 -0.2072
O 0.80148 -3.57588 -8.54718 -0.2141
O 7.10471 0.74130 -0.42401 -0.1937
O -5.03423 5.60558 0.80065 -0.1815
O -1.17806 0.45241 -7.19840 -0.1611
O -1.24200 4.01720 -3.55883 -0.2159
O -3.44930 1.38523 -1.61993 -0.1932
N 5.21353 -0.29211 1.23659 0.0624
N 0.18047 -1.68737 5.73533 0.0495
N 1.79843 -6.35565 2.29472 0.0570
N 2.41893 -1.39089 7.76018 0.0322
N 3.10021 -5.14275 4.76648 -0.0479
N -5.78195 -0.51730 -0.31382 -0.0694
N -5.77691 -7.14321 -3.90178 -0.0480
N 0.00717 8.85776 2.43448 -0.0276
N -3.30296 7.59544 -1.03354 -0.0398
N -1.20295 -3.71268 -6.28796 -0.0703
N 2.57069 1.17128 1.59360 -0.0467
N 3.47193 -1.28042 -5.65692 -0.0383
N -1.87821 -0.24940 3.56772 0.1078
N 3.06887 3.89924 2.45204 -0.0584
N -2.44536 2.78884 -6.44048 -0.0473
C -4.34441 -6.93234 -4.12557 -0.2228
C -2.26792 1.23171 5.58312 -0.1975
C 4.41795 4.32476 2.08922 -0.1736
C 1.19003 -3.02878 -9.86188 -0.0657
C -1.88183 1.10956 4.12515 -0.3964
C 4.91120 3.70017 0.78207 -0.1761
C -0.42826 -5.65207 1.87299 -0.0560
C -0.93545 -3.95001 -4.90162 -0.1980
C 1.75522 1.40903 0.41432 -0.1710
C 1.31765 8.58525 0.20525 -0.2234
C -1.49059 -2.80472 -4.00983 -0.1860
C -1.08564 4.27269 -4.89093 -0.2429
C -2.54004 1.62332 -5.51954 -0.1804
C -2.98064 -4.97126 4.24231 -0.1007
C 1.61216 -4.75837 0.48512 -0.1656
C -4.62716 0.77322 -2.13648 -0.2200
C -3.14217 7.14270 4.88642 -0.0489
C -0.29730 4.60545 5.89441 -0.1114
C -6.45065 -7.06443 -5.21189 -0.2098
C 1.31746 4.11372 4.25764 -0.1938
C 2.94381 -0.07029 7.67765 -0.4308
C 4.51777 3.86947 -1.59087 -0.1188
C -4.57563 -0.68739 0.48695 -0.1912
C -7.95745 -7.14216 -5.07611 -0.2285
C -5.82912 0.65070 -1.15757 -0.1989
C 7.62029 1.92376 -1.09944 -0.0708
C -0.55149 -1.75615 1.03567 -0.0789
C -2.73993 7.68198 -2.36842 -0.2142
C 2.06145 -7.29105 5.71065 -0.2332
C 3.75640 0.23300 8.91188 -0.0680
C -1.31659 0.97599 7.73979 -0.0794
C -0.60751 -2.84942 6.14279 -0.3769
C 2.85325 -2.12200 -6.74894 -0.1694
C 4.30421 -1.71532 -0.39511 -0.0690
C -5.66228 5.45167 2.04573 -0.1360
C 6.18216 -2.68742 -8.21604 -0.0939
C -0.50658 -0.72760 -7.49488 -0.1283
C -0.79601 -4.80286 -7.20168 -0.1619
C -4.01418 -3.61232 -0.32824 -0.0927
C 3.93621 -3.12591 3.74249 -0.2079
C 0.48113 2.29157 0.55851 -0.1734
C 0.92121 -5.90244 1.22770 -0.4134
C 5.92644 0.19716 -1.02630 -0.1896
C -0.97027 -0.63624 -3.12919 -0.0737
C 1.86832 0.43670 2.66670 -0.1419
C -3.51644 2.82281 -1.73076 -0.0808
C -9.88803 -8.54362 -4.78911 -0.1044
C 5.46856 -0.88141 -0.02962 -0.4640
C 2.90838 -3.68887 4.72072 -0.1955
C -3.04824 6.32473 -0.30082 -0.1740
C 2.38548 -0.49908 -5.10998 -0.2116
C -3.80859 6.34969 0.99818 -0.1961
C 0.17430 8.60421 3.88362 -0.2139
C -0.39329 -4.31127 -8.64899 -0.2167
C 2.92785 0.38466 -3.94450 -0.1715
C 3.37557 -9.29646 5.60134 -0.0619
C -2.85313 2.01688 3.34522 -0.0649
C -5.27947 6.44975 -4.76013 -0.0891
C 3.99699 -2.92558 -7.39291 -0.2324
C -1.11467 8.43265 4.67678 -0.2776
C 3.72877 0.16506 6.31842 -0.1544
C 0.02348 3.97801 -2.87629 -0.0507
C 2.57811 4.63693 3.60714 -0.1835
C 4.77292 1.75346 4.88624 -0.0812
C 1.26442 -0.99615 2.26556 -0.1573
C 4.59657 1.76665 -4.93381 -0.1162
C -1.30865 -2.44710 7.44743 -0.0501
C -3.69027 -6.79216 -2.79901 -0.2245
C 2.21757 -5.70477 5.79144 -0.1820
C 2.91564 7.15822 -0.65792 -0.1212
C -4.62443 -1.95037 1.43125 -0.1554
C -2.29672 0.33944 -6.29425 -0.1831
C -0.48808 4.42320 0.91888 -0.1195
C -1.52949 -3.29075 4.97685 -0.2142
C -1.52311 -6.21787 -1.91160 -0.1163
C 1.26167 8.38345 1.74400 -0.1757
C 1.40211 -3.69295 -1.71142 -0.0547
C -3.28746 6.73243 -3.37834 -0.2280
C -2.42817 4.04681 -5.68848 -0.1750
C 6.27606 -2.81000 3.57468 -0.1163
H -0.63819 -2.04090 8.20479 0.0664
H -2.38441 2.28340 5.84481 0.1122
H 1.89173 -3.54546 4.35474 0.0949
H -0.76783 5.31125 -4.98311 0.1072
H -0.95073 -6.57232 2.13427 0.0845
H 2.15125 0.67107 7.77929 0.1306
H 4.29145 0.11974 1.22126 0.0284
H -2.62418 1.91003 2.28490 0.0620
H -0.59849 5.25994 6.71236 0.0912
H -1.06047 -3.20910 3.99630 0.0935
H 0.53754 3.04839 -3.12050 0.0895
H -3.06015 -6.02091 3.95946 0.0823
H 1.67123 -1.17939 -4.64614 0.0936
H 5.07457 2.80069 4.90641 0.0793
H 2.94351 -9.74087 4.70473 0.0815
H 2.46970 3.96269 1.64144 0.0801
H -2.80309 -4.57349 3.24313 0.0674
H 1.51857 3.10754 4.62538 0.1217
H -3.16147 -2.94895 -0.47294 0.0661
H 3.79658 -2.04521 3.71637 0.0999
H 2.37514 5.68369 3.38089 0.1035
H 1.88953 -3.91137 1.11263 0.1050
H 0.13538 -3.60441 6.40012 0.1125
H -1.67352 9.35668 4.52861 0.1222
H -2.59390 6.78838 -4.21735 0.1148
H 1.20254 -5.31849 5.69870 0.0841
H -0.77720 8.28905 2.14912 0.0856
H -1.53509 2.77992 -6.87801 0.0928
H 0.50144 -0.50707 -7.84610 0.0810
H 4.41541 2.80948 -1.82334 0.0629
H -2.04643 -0.46413 -3.10998 0.0681
H -5.90687 -8.06147 -3.50176 0.1137
H 6.28270 -1.56963 0.19764 0.1352
H -6.71940 0.50770 -1.76999 0.1161
H 2.05841 8.91241 2.26698 0.1177
H 2.50102 0.29032 3.54212 0.0726
H -0.45183 3.60305 6.29368 0.0637
H 8.68962 1.71278 -1.10992 0.0840
H -1.98875 6.19798 -0.07828 0.0869
H 5.97077 0.33432 1.46954 0.0745
H -3.70773 6.25002 4.61929 0.0652
H 2.17358 -2.59615 -9.67869 0.0736
H -5.88819 6.42764 2.47531 0.0835
H 0.62843 7.87544 -0.25219 0.1035
H 2.94467 -3.31875 5.74532 0.1021
H 0.70527 -3.53511 -2.53458 0.0629
H -0.72943 -0.76860 -2.07440 0.0803
H -3.15925 6.96866 5.96230 0.0788
H 2.57729 -5.15458 0.16945 0.1221
H -3.37617 4.23007 -5.18270 0.0935
H 4.74734 2.83489 -5.08954 0.0898
H -1.65950 7.54334 -2.40799 0.1150
H 4.09752 -0.56714 -6.00329 0.0710
H -2.19018 0.68938 8.32527 0.0923
H -3.64375 -0.71918 -0.07757 0.0820
H 3.69603 -3.44346 2.72781 0.1000
H 5.96956 -3.48007 -8.93340 0.0817
H -0.41435 -5.12130 2.82493 0.0615
H 3.98239 7.01416 -0.82939 0.0893
H 4.31503 5.40145 1.95415 0.1138
H -0.75918 -2.50585 1.79915 0.0793
H -3.67499 3.18022 -2.74822 0.0713
H 2.12758 -2.79378 -6.29046 0.1163
H 5.44687 1.45414 -4.32766 0.0820
H 3.37874 4.65216 4.34663 0.1202
H -1.03767 4.20966 1.83563 0.0791
H 5.96908 3.93209 0.65880 0.1114
H -10.47495 -8.09519 -5.59069 0.0795
H 0.96304 9.54888 -0.16048 0.1256
H 2.55209 6.31258 -0.07412 0.0730
H -3.69372 -4.62885 -0.10006 0.0694
H 4.82269 2.61400 0.75958 0.1037
H -6.18721 -6.10142 -5.64927 0.1176
H -1.55464 -1.50053 0.69440 0.0720
H 2.63858 -6.75360 1.89989 0.0936
H -3.94491 -4.71028 4.67840 0.0929
H -1.29526 -4.95807 -4.69561 0.1086
H 6.30225 -1.76422 3.88088 0.0699
H -0.75205 -2.86104 -6.59043 0.0434
H -4.42029 -0.23169 -2.50453 0.1120
H -5.14247 4.88466 2.81800 0.0735
H 1.52647 0.46314 -0.07667 0.1005
H -5.35985 5.44582 -4.34327 0.0785
H -0.40789 0.50267 8.11171 0.0778
H -4.72927 6.51449 -5.69884 0.0835
H -0.09406 3.96457 -1.79273 0.0597
H -1.30393 -0.30987 2.73909 0.0298
H 4.59415 1.27740 -5.90784 0.0802
H -2.43445 -2.39886 -4.37387 0.1182
H -3.52884 1.52432 -5.07170 0.1143
H 1.68734 -2.72861 -1.29097 0.0629
H 4.22533 1.18483 8.66240 0.0741
H -0.46056 -6.19678 -2.15376 0.0850
H -1.79537 -3.31491 7.89252 0.0762
H 3.86731 4.33934 -2.32859 0.0859
H 7.54269 2.84253 -0.51811 0.0646
H -1.50916 -3.25101 -3.01555 0.1021
H 2.31498 -4.17785 -2.05734 0.0930
H 1.31955 -7.16774 2.65706 0.0758
H -2.56035 3.18663 -1.35445 0.0643
H -0.26416 -1.24071 -6.56426 0.0599
H 2.47056 7.00084 -1.64039 0.0814
H 4.12030 -2.40552 0.42824 0.0645
H -0.28327 -5.16103 -9.32270 0.1173
H -1.21309 2.05360 7.86687 0.0751
H 1.11259 1.04269 3.16646 0.0898
H -3.67935 -2.19727 1.91495 0.0882
H -8.25703 -6.63185 -4.16072 0.1178
H 3.97703 1.73603 4.14169 0.0572
H 1.42133 -7.64116 4.90086 0.0923
H -0.95572 -1.43773 -8.18921 0.0848
H -1.52018 -0.93589 4.21629 0.0262
H -0.33326 -0.86890 6.02906 0.0190
H 2.44976 -5.50311 6.83716 0.1105
H 2.72752 -5.51226 3.90354 0.0505
H -6.62246 4.96542 1.87333 0.0894
H -4.53019 -3.60446 -1.28833 0.0776
H 1.58803 -7.68970 6.60790 0.1081
H -6.05017 -1.31095 -0.87798 0.1032
H -0.89498 1.52424 3.91958 0.1135
H 2.35650 1.85090 -0.38023 0.1076
H 1.48718 7.35679 2.03247 0.0850
H -0.21286 3.75197 -5.28491 0.1225
H -3.83803 -7.68940 -2.19799 0.1256
H -1.20634 -3.69816 -9.03777 0.1127
H 1.00025 -1.61629 6.32101 0.0181
H -10.33431 -9.53800 -4.80120 0.0801
H 0.45031 -2.30111 -10.19567 0.0824
H 1.87251 -1.46642 8.60625 0.0818
H -1.81737 -5.27223 -1.45634 0.0634
H 0.01555 -5.34476 -6.71607 0.1080
H 0.72990 9.40326 4.37447 0.1181
H -4.30847 3.26254 -1.12461 0.0813
H 4.40366 -3.61745 -6.65532 0.1212
H -2.89146 8.69952 -2.72865 0.1232
H -5.33967 -1.84760 2.24732 0.1164
H 6.64888 -3.07588 -7.31084 0.0873
H -2.32783 -2.54862 4.97717 0.1130
H 5.47240 4.25417 -1.94973 0.0912
H 1.84076 0.07737 -5.85770 0.1186
H -3.12550 0.05293 -6.94167 0.1235
H 5.16470 4.30026 2.88285 0.1152
H 1.30518 -3.65553 -10.74620 0.0846
H 2.06924 -1.48552 1.71703 0.0995
H -2.09864 -1.71711 7.27097 0.0691
H -0.00007 -2.16186 0.18747 0.0765
H 1.15305 -1.62262 3.15056 0.0921
H -3.90410 -7.81844 -4.58279 0.1257
H 3.34090 -1.21521 -0.49516 0.0595
H -3.96439 7.32256 1.46439 0.1279
H -6.00598 1.49085 -0.48604 0.1159
H 4.57005 -0.48047 9.04232 0.0844
H 6.22372 -2.91794 2.49130 0.0734
H -0.47392 0.24695 -3.53133 0.0828
H -1.10842 -5.04444 1.27612 0.0674
H -4.99979 1.28704 -3.02262 0.1026
H 3.55993 -3.52036 -8.19499 0.1006
H 2.48528 -1.45142 -7.52549 0.1000
H -0.94527 8.27294 5.74163 0.1247
H 6.20232 -0.21769 -1.99578 0.1196
H 5.10637 0.88470 -1.23339 0.0969
H -2.51205 4.73241 -6.53171 0.1077
H -10.10607 -8.09085 -3.82186 0.0837
H -3.26179 5.69557 -3.04313 0.0979
H 2.79995 -9.59185 6.47856 0.0720
H 7.24793 2.03553 -2.11775 0.0781
H -4.03140 -5.95452 -2.19066 0.1072
H 0.15079 -3.98428 -4.81787 0.1093
H -0.16527 5.46424 0.90770 0.0906
H -4.04286 -6.05060 -4.69099 0.1256
H 0.62926 4.86337 -3.06930 0.0917
H -0.10009 2.02442 -0.32405 0.1185
H 4.38854 -9.55640 5.90864 0.0833
H 7.26884 -3.17284 3.84082 0.0809
H -6.28746 6.83683 -4.90925 0.0848
H -4.29720 7.77316 -1.02971 0.1101
H -8.37678 -6.58170 -5.91165 0.1155
H 3.14010 0.38345 9.79824 0.0813
H 2.86916 2.07008 1.94454 0.0469
H 0.65460 -6.68033 0.51223 0.1309
H -6.11631 -7.83156 -5.91035 0.1206
H -4.46883 0.18960 1.12539 0.1092
H 6.88391 -2.04570 -8.74879 0.0828
H -1.20595 4.23810 0.11982 0.0617
H -1.07695 4.77176 5.15105 0.0716
H 3.80739 0.03842 -3.40168 0.1027
H -3.70884 8.02897 4.60091 0.0865
H 3.14208 -2.05433 7.99894 0.0864
H -3.26947 5.73659 1.72037 0.1039
H 2.20432 0.42347 -3.13019 0.0993
H 0.81091 7.75961 4.14721 0.0999
H 4.50505 -0.58669 6.17566 0.1248
H -1.61292 -5.52262 -7.25360 0.1085
H -3.42750 5.49528 -0.89769 0.0959
H -1.83295 1.63546 -4.69010 0.0949
H 0.52139 4.11851 3.51309 0.1062
H 3.03282 -0.00055 5.49603 0.0925
H -1.57252 -6.93981 -1.09646 0.0840
H 5.56857 1.08007 4.56753 0.0879
H 4.50563 -2.31546 -1.28245 0.0878
H -3.22777 0.75767 5.78821 0.1366
H -2.72570 3.07911 3.55388 0.0581
H -2.27695 -0.53192 -5.63970 0.0946
H -0.08662 1.99127 1.43917 0.1049
H -3.90904 1.74903 3.38270 0.0775